# 1
{
  "formula": "C20H40F6LiO15P",
  "method": "ωB97M-V with the def2-TZVPD basis set",
  "gap_ev": 7.964,
  "fmax_ev_per_a": 4.19,
  "charge": 0,
  "total_energy_ev": -77902.08117,
  "relative_energy_kcal_mol": 183.84,
  "mol_weight_g_mol": 672.43,
  "elements": ["Li", "P", "F", "F", "F", "F", "F", "F", "C", "C", "O", "C", "O", "O", "C", "H", "H", "H", "H", "H", "H", "H", "H", "C", "C", "O", "C", "O", "O", "C", "H", "H", "H", "H", "H", "H", "H", "H", "C", "C", "O", "C", "O", "O", "C", "H", "H", "H", "H", "H", "H", "H", "H", "C", "C", "O", "C", "O", "O", "C", "H", "H", "H", "H", "H", "H", "H", "H", "C", "C", "O", "C", "O", "O", "C", "H", "H", "H", "H", "H", "H", "H", "H"],
  "xyz": [[4.72659, 3.11371, -7.26756], [-0.28862, 6.97682, -6.57495], [1.19435, 6.68747, -6.97140], [-0.17618, 5.78281, -5.49661], [0.06034, 7.93103, -5.30217], [-1.93071, 7.20658, -6.20383], [-0.27658, 8.19750, -7.67032], [-0.74581, 5.88369, -7.67361], [5.35332, 9.15015, -8.79687], [5.42691, 8.31488, -10.11554], [6.66330, 7.68137, -10.36473], [7.08098, 6.57093, -9.86027], [6.57472, 5.94518, -8.95681], [8.27217, 6.37528, -10.32447], [9.04429, 5.22085, -10.11312], [5.72068, 8.58998, -7.93702], [4.38996, 9.57509, -8.51497], [5.89578, 10.09545, -8.78126], [4.98879, 8.93579, -10.89696], [4.61158, 7.59588, -10.19536], [8.56701, 4.28684, -10.40970], [9.45010, 5.09442, -9.10941], [9.90203, 5.15987, -10.78294], [0.28416, 0.43621, -9.40339], [1.47961, -0.28124, -10.04090], [1.71422, 0.41496, -11.21172], [2.68693, 1.33440, -11.30509], [3.14317, 1.95101, -10.33427], [2.97681, 1.49204, -12.55219], [3.99925, 2.34481, -12.87849], [-0.61481, 0.45734, -10.01943], [0.69127, 1.43781, -9.26493], [0.09916, 0.01752, -8.41416], [1.20036, -1.26977, -10.40553], [2.24745, -0.30451, -9.26762], [3.88953, 3.31382, -12.39158], [4.01636, 2.63237, -13.92974], [4.95960, 1.91539, -12.59315], [-0.12038, 0.64810, -1.03103], [0.52110, 1.02409, -2.36790], [1.46848, 0.02839, -2.69846], [2.12624, 0.11939, -3.84994], [2.17298, 1.10870, -4.58120], [2.67972, -1.09430, -4.22288], [2.67187, -2.26873, -3.38409], [-0.23816, -0.41804, -0.83718], [-1.09828, 1.12714, -0.98255], [0.46590, 1.03244, -0.19638], [0.95757, 2.01997, -2.29154], [-0.31810, 1.05425, -3.06284], [2.92245, -1.98949, -2.36070], [3.42949, -2.95064, -3.77027], [1.72421, -2.79029, -3.24993], [6.31462, -3.24908, -9.36594], [7.30559, -2.38294, -10.19227], [8.37478, -2.01831, -9.29871], [8.29962, -0.93626, -8.42216], [7.33046, -0.12684, -8.34800], [9.47969, -0.83296, -7.78713], [9.65104, 0.07686, -6.68928], [5.47714, -3.63013, -9.95035], [5.99199, -2.65409, -8.51153], [6.61331, -4.16680, -8.85932], [6.89152, -1.58637, -10.81042], [7.74044, -3.05529, -10.93183], [9.14146, 1.02511, -6.86037], [10.69521, 0.18568, -6.39611], [9.16011, -0.34816, -5.81381], [7.02791, 8.00660, -3.05785], [6.15155, 6.94974, -2.40165], [6.99416, 5.95001, -1.94347], [7.36796, 4.90966, -2.72730], [6.85398, 4.65137, -3.79608], [8.31871, 4.09641, -2.17325], [8.98275, 4.34732, -0.93893], [7.34634, 7.61773, -4.02505], [7.93942, 8.14888, -2.47731], [6.56853, 8.98611, -2.92505], [5.34108, 6.65751, -3.06937], [5.50627, 7.34275, -1.61600], [8.61106, 5.13416, -0.28255], [10.01659, 4.62913, -1.13857], [9.02901, 3.41358, -0.37848]]
}


# 2
{
  "formula": "CH2OPS",
  "method": "ωB97M-V with the def2-TZVPD basis set",
  "gap_ev": 4.522,
  "fmax_ev_per_a": 2.33,
  "charge": -1,
  "total_energy_ev": -23240.35162,
  "relative_energy_kcal_mol": 33.08,
  "mol_weight_g_mol": 93.07,
  "elements": ["C", "O", "P", "S", "H", "H"],
  "xyz": [[-1.48258, 0.80619, -0.02569], [-1.38614, 1.96996, -0.02579], [2.14505, -0.28594, 0.30597], [-2.20770, -0.61130, 0.14399], [1.89199, -0.88199, -0.97408], [1.03939, -0.99691, 0.57560]]
}


- The lowest charge belongs to which entry?
  CH2OPS


What did the second record say?
{
  "formula": "CH2OPS",
  "method": "ωB97M-V with the def2-TZVPD basis set",
  "gap_ev": 4.522,
  "fmax_ev_per_a": 2.33,
  "charge": -1,
  "total_energy_ev": -23240.35162,
  "relative_energy_kcal_mol": 33.08,
  "mol_weight_g_mol": 93.07,
  "elements": ["C", "O", "P", "S", "H", "H"],
  "xyz": [[-1.48258, 0.80619, -0.02569], [-1.38614, 1.96996, -0.02579], [2.14505, -0.28594, 0.30597], [-2.20770, -0.61130, 0.14399], [1.89199, -0.88199, -0.97408], [1.03939, -0.99691, 0.57560]]
}


- Which of these has the highest charge?
  C20H40F6LiO15P